a) Computed, not measured: 2 unconnected molecules or ions with the total composition C2H7NO2, with ωB97M-V with the def2-TZVPD basis set.

XYZ file:
```
12
C2H7NO2 ωB97M-V with the def2-TZVPD basis set
C -0.177 0.146 -1.665
O 0.545 0.989 -0.977
O 0.495 -0.729 -2.524
H 0.533 0.679 0.408
H 1.438 -0.536 -2.446
H -1.007 0.603 -2.225
H -0.729 -0.683 -0.806
C -0.196 0.082 2.461
N 0.136 -0.084 1.262
H -0.371 -0.783 0.513
H -0.659 -0.716 3.043
H -0.008 1.032 2.957
```

LUMO (eV): -0.262
Frontier orbital gap (eV): 8.101
Highest occupied orbital energy (eV): -8.36
Molecular weight (g/mol): 77.1

---

b) Computed, not measured: 2 unconnected molecules or ions with the total composition C2H7NO2, with ωB97M-V with the def2-TZVPD basis set.

XYZ file:
```
12
C2H7NO2 ωB97M-V with the def2-TZVPD basis set
C -0.315 0.751 0.493
N 0.270 0.868 -0.727
C 1.658 1.232 -0.977
O -1.507 0.600 0.629
H 0.396 0.707 1.332
H -0.311 0.932 -1.558
H 2.347 0.661 -0.352
H 1.866 2.270 -0.719
H 1.938 0.985 -1.994
H -2.322 -2.793 2.083
H -2.171 -2.986 0.453
O -1.850 -3.227 1.338
```

LUMO (eV): 0.910
SMILES: CNC=O.O
Frontier orbital gap (eV): 10.725
Highest occupied orbital energy (eV): -9.82
Molecular weight (g/mol): 77.1

---

On energetic grounds, b) is preferred over the next structure by 309.8 kJ/mol.

---

a) Computed, not measured: a molecular structure, C2H8N4O, with ωB97M-V with the def2-TZVPD basis set.

XYZ file:
```
15
C2H8N4O ωB97M-V with the def2-TZVPD basis set
C -0.364 1.493 1.247
N -0.379 1.704 -0.084
O -1.610 1.273 -0.610
H -1.433 1.129 -1.550
H 0.685 0.762 -0.601
H -1.327 1.380 1.742
H 0.327 0.264 1.351
H 0.317 2.158 1.770
C -0.072 -2.230 -1.138
N 1.032 -0.323 -0.528
N 0.123 -0.991 -1.333
N 1.076 -0.705 0.761
H 1.977 -0.388 1.122
H 0.408 -2.796 -0.342
H -0.760 -2.729 -1.808
```

LUMO (eV): -0.094
Frontier orbital gap (eV): 8.644
Highest occupied orbital energy (eV): -8.74
Molecular weight (g/mol): 104.1

---

b) Computed, not measured: C2H8N4O in the gas phase, with ωB97M-V with the def2-TZVPD basis set.

XYZ file:
```
15
C2H8N4O ωB97M-V with the def2-TZVPD basis set
N 0.519 -0.531 -0.258
C 0.051 0.718 0.151
N -2.121 0.029 -0.474
N -0.056 -1.691 0.329
N 1.908 -0.612 -0.396
C 0.793 1.816 0.273
O -1.294 0.790 0.433
H -2.238 0.606 -1.310
H -3.017 -0.010 0.007
H -0.302 -1.534 1.307
H -0.906 -1.922 -0.178
H 2.114 -1.368 -1.041
H 2.363 -0.818 0.496
H 1.856 1.774 0.157
H 0.329 2.755 0.504
```

LUMO (eV): 0.949
SMILES: C=C(ON)N(N)N
Frontier orbital gap (eV): 9.070
Highest occupied orbital energy (eV): -8.12
Molecular weight (g/mol): 104.1

---

c) Computed, not measured: C2H8N4O in the gas phase, with ωB97M-V with the def2-TZVPD basis set.

XYZ file:
```
15
C2H8N4O ωB97M-V with the def2-TZVPD basis set
C -2.150 -0.355 0.106
C 0.038 0.781 -0.021
H -2.459 0.546 0.607
H -2.410 -0.369 -0.965
H -2.571 -1.265 0.562
H 0.438 -1.970 0.081
H 0.094 2.677 -0.287
H 1.937 1.378 -0.433
H 2.519 -0.387 1.151
H 2.664 -0.993 -0.455
N -0.682 -0.404 0.255
N -0.576 1.937 -0.068
N 1.394 0.523 -0.335
N 2.040 -0.596 0.296
O -0.275 -1.503 -0.495
```

LUMO (eV): 0.748
SMILES: [H]/N=C(\NN)N(C)O
Frontier orbital gap (eV): 9.330
Highest occupied orbital energy (eV): -8.58
Molecular weight (g/mol): 104.1

---

On energetic grounds, c) is preferred over the next structure by 109.6 kJ/mol.

---

a) Computed, not measured: 11 unconnected molecules or ions with the total composition C5H32NO11, with ωB97M-V with the def2-TZVPD basis set.

XYZ file:
```
49
C5H32NO11 ωB97M-V with the def2-TZVPD basis set
C 1.390 1.677 3.174
O 0.036 1.742 3.155
C 1.763 0.221 3.061
C 0.829 -0.506 1.904
C 0.990 0.366 0.634
C 1.858 -0.042 -1.773
N 1.829 -0.199 -0.522
H 1.919 2.445 2.493
H 1.586 1.893 4.215
H -0.443 1.601 4.025
H 1.397 -0.376 3.957
H 2.888 0.107 3.014
H 1.218 -1.601 1.862
H -0.197 -0.405 2.363
H 0.019 0.527 0.123
H 1.212 1.501 0.838
H 2.606 -0.689 -2.328
H 1.060 0.537 -2.344
H 2.563 -0.893 -0.172
H -0.571 2.259 -1.416
H -0.737 2.973 -2.751
O -0.491 2.209 -2.276
H -1.166 2.319 0.960
H -2.425 2.009 -0.031
O -1.422 2.071 0.089
H -3.404 -2.349 0.437
H -3.310 -1.858 -1.067
O -3.693 -1.701 -0.220
H 3.828 -2.023 1.658
H 2.752 -2.959 1.001
O 3.265 -2.243 1.001
H -2.563 -2.525 -3.219
H -2.497 -0.964 -2.733
O -2.251 -1.882 -2.631
H 0.683 -4.132 0.411
H 0.733 -2.777 -0.466
O 1.043 -3.257 0.419
H -4.540 1.354 0.769
H -3.992 -0.030 0.027
O -3.904 1.045 0.146
H -3.037 1.181 -1.699
H -1.861 1.149 -2.571
O -2.608 0.716 -2.476
H 1.928 2.914 -1.000
H 3.224 3.442 -1.640
O 2.702 2.639 -1.522
H -0.090 -3.270 -2.481
H -0.491 -1.826 -2.090
O 0.373 -2.389 -2.306
```

Total charge: +1
LUMO (eV): -2.721
Frontier orbital gap (eV): 10.246
Highest occupied orbital energy (eV): -12.97
Molecular weight (g/mol): 282.3

---

b) Computed, not measured: 12 unconnected molecules or ions with the total composition C5H32NO11, with ωB97M-V with the def2-TZVPD basis set.

XYZ file:
```
49
C5H32NO11 ωB97M-V with the def2-TZVPD basis set
C -1.659 -2.732 1.320
C -2.313 -1.580 0.612
C -1.460 -1.151 -0.531
C -1.577 0.064 -1.134
N -0.652 0.393 -2.242
C -0.765 1.576 -2.801
H -2.299 -3.238 2.085
H -0.689 -2.453 1.889
H -1.630 -3.672 0.794
H -2.405 -0.796 1.441
H -3.255 -2.110 0.045
H -0.677 -1.796 -0.845
H -2.396 0.820 -0.927
H -0.120 -0.478 -2.431
H -1.469 2.328 -2.337
H -0.166 1.859 -3.672
H 2.299 3.193 0.608
H 1.872 1.766 0.158
O 1.619 2.782 0.240
H 0.557 -0.877 -4.956
H -1.034 -0.663 -5.384
O -0.368 -0.701 -4.643
H 2.729 -1.566 2.694
H 1.212 -1.623 3.101
O 1.836 -1.551 2.343
H 1.459 -2.275 -1.208
H 2.511 -2.145 -2.285
O 1.951 -1.690 -1.722
H 2.326 -0.440 0.901
H 2.393 -0.160 -0.621
O 2.618 0.181 0.192
H 0.306 -3.044 0.353
H 1.858 -3.227 0.822
O 1.138 -3.369 0.039
H -2.171 0.355 3.345
H -0.754 0.498 2.813
O -1.228 0.225 3.554
H 0.146 2.341 0.906
H -0.287 2.447 2.348
O -0.553 2.061 1.526
H -0.534 -1.407 4.885
H 1.024 -1.394 5.309
O 0.427 -1.753 4.596
H 1.100 4.029 -2.621
H 1.283 3.277 -1.212
O 1.244 3.255 -2.175
H -2.616 4.262 -0.583
H -1.513 3.339 -0.026
O -2.164 3.439 -0.762
```

Total charge: +1
LUMO (eV): -3.228
Frontier orbital gap (eV): 9.449
Highest occupied orbital energy (eV): -12.68
Molecular weight (g/mol): 282.3

---

On energetic grounds, b) is preferred over the next structure by 77.0 kJ/mol.

---

a) Computed, not measured: C3H8S in the gas phase, with ωB97M-V with the def2-TZVPD basis set.

XYZ file:
```
12
C3H8S ωB97M-V with the def2-TZVPD basis set
C -1.494 1.150 0.270
C -0.646 -0.073 0.294
S 1.238 0.851 0.004
C 1.806 -1.149 -0.493
H -1.726 1.538 -0.775
H -0.830 1.868 0.701
H -2.504 1.141 0.721
H -0.864 -0.881 -0.408
H -0.441 -0.439 1.287
H 2.865 -1.208 -0.377
H 1.228 -1.667 0.253
H 1.368 -1.130 -1.478
```

LUMO (eV): 0.626
SMILES: CCSC
Frontier orbital gap (eV): 9.266
Highest occupied orbital energy (eV): -8.64
Molecular weight (g/mol): 76.2

---

b) Computed, not measured: 2 unconnected molecules or ions with the total composition C3H8S, with ωB97M-V with the def2-TZVPD basis set.

XYZ file:
```
12
C3H8S ωB97M-V with the def2-TZVPD basis set
S -2.518 -0.184 -0.065
H -2.986 -1.516 -0.202
H -3.672 0.294 -0.683
C 1.343 0.703 -0.859
C 1.432 -0.185 0.438
C 0.300 -0.432 1.179
H 1.574 0.121 -1.658
H 0.227 1.079 -1.014
H 2.101 1.347 -0.672
H 2.386 -0.727 0.397
H 0.158 -0.913 2.138
H -0.345 0.413 1.002
```

LUMO (eV): 0.791
SMILES: C=CC.S
Frontier orbital gap (eV): 10.211
Highest occupied orbital energy (eV): -9.42
Molecular weight (g/mol): 76.2

---

c) Computed, not measured: 2 unconnected molecules or ions with the total composition C3H8S, with ωB97M-V with the def2-TZVPD basis set.

XYZ file:
```
12
C3H8S ωB97M-V with the def2-TZVPD basis set
C -1.505 0.472 1.262
S -2.685 -0.855 1.723
H -0.902 0.629 2.144
H -2.076 1.328 0.916
H -0.805 0.126 0.508
H -2.444 -1.686 0.703
C 2.010 0.558 -1.198
C 1.487 -0.654 -1.301
H 1.429 1.420 -1.495
H 2.984 0.763 -0.780
H 0.433 -0.628 -1.558
H 2.076 -1.473 -0.924
```

LUMO (eV): 0.967
SMILES: C=C.CS
Frontier orbital gap (eV): 10.012
Highest occupied orbital energy (eV): -9.04
Molecular weight (g/mol): 76.2

---

On energetic grounds, c) is preferred over the next structure by 58.6 kJ/mol.